Entry 1:
7 unconnected molecules or ions with the total composition C72H160F6N3O6P4S2 at a distorted geometry. Source: the OMol25 dataset; level of theory: the ωB97M-V functional and the def2-TZVPD basis.

Its HOMO energy is -17.559 eV. The largest force on an atom is 4.91 eV/A. The value obtained for the molar mass is 1466.105 g mol⁻¹. Its spin multiplicity is 1. Its net charge is +5.

Geometry (Å):
C -1.3837 1.0335 -1.7415
F -2.0423 0.4010 -0.7872
F -1.3107 0.3250 -2.9070
F -1.8226 2.2770 -1.8742
S 0.4362 1.1435 -1.0217
O 0.9820 -0.2133 -0.9678
O 1.1296 2.0968 -1.8805
N 0.2412 1.7986 0.5805
S 1.7144 1.6280 1.1919
O 2.8989 1.8204 0.3632
O 1.7599 2.4647 2.3862
C 1.7521 -0.1293 2.0223
F 2.1673 -1.0500 1.1752
F 2.5860 -0.1885 3.0670
F 0.5156 -0.4645 2.4145
C 2.2074 7.5548 -7.1977
C 1.9602 6.2762 -7.9287
C 1.9265 5.0245 -7.0666
C 1.1310 3.8255 -7.6632
P 0.7102 2.5224 -6.4621
C -0.6763 1.4726 -7.0895
C -0.3697 0.4997 -8.2344
C 0.3006 -0.8428 -7.8385
C -0.5026 -1.6190 -6.7381
C 2.1935 1.5708 -6.2473
C 3.3612 2.1855 -5.4364
C 4.6005 1.3035 -5.2591
C 5.4892 1.8871 -4.1619
C 0.1385 3.2968 -4.9122
C -0.9898 4.3642 -5.2162
C -1.7416 4.9259 -4.0516
C -0.9187 5.9183 -3.2244
H 3.0667 7.5295 -6.5276
H 1.2890 7.8487 -6.6895
H 2.4162 8.2760 -7.9878
H 2.6147 5.9615 -8.7415
H 0.9912 6.4504 -8.3966
H 1.6460 5.3006 -6.0501
H 2.9692 4.7251 -6.9606
H 1.7595 3.3189 -8.3956
H 0.2529 4.2774 -8.1246
H -1.4395 2.1480 -7.4758
H -1.0724 0.9024 -6.2492
H 0.1680 0.9098 -9.0892
H -1.3281 0.1523 -8.6203
H 1.3255 -0.6924 -7.4993
H 0.2818 -1.5781 -8.6429
H -0.6683 -1.0630 -5.8154
H -0.0165 -2.5612 -6.4847
H -1.4459 -1.9875 -7.1413
H 2.5669 1.4093 -7.2585
H 1.8718 0.5776 -5.9340
H 2.8759 2.1475 -4.4612
H 3.6328 3.1736 -5.8078
H 5.2070 1.2414 -6.1627
H 4.2876 0.3351 -4.8689
H 4.8698 2.1657 -3.3093
H 6.0570 2.7833 -4.4116
H 6.1820 1.1013 -3.8608
H 0.9867 3.8155 -4.4654
H -0.1498 2.5897 -4.1343
H -1.7931 4.0157 -5.8654
H -0.5665 5.1706 -5.8150
H -2.2335 4.1897 -3.4159
H -2.5790 5.4632 -4.4966
H -0.3944 6.6974 -3.7777
H -0.1455 5.4147 -2.6442
H -1.5642 6.3969 -2.4878
C 3.0010 -10.5355 4.3691
C 2.0242 -9.6004 3.6285
C 2.1941 -8.1219 3.9960
C 1.3937 -7.1598 3.1018
P 1.6141 -5.3141 3.4933
C 0.5325 -4.6596 4.8219
C 0.0675 -3.1757 4.6650
C -0.2654 -2.6038 6.0235
C -0.3952 -1.0914 6.0089
C 1.3724 -4.2804 1.9219
C 0.0672 -4.3501 1.1523
C 0.3280 -3.8198 -0.3196
C -0.8920 -3.2631 -1.0156
C 3.3791 -4.8743 3.8908
C 3.6047 -3.5772 4.6294
C 5.1487 -3.2563 4.7676
C 6.0429 -4.4179 5.3922
H 3.9508 -10.7526 3.8802
H 2.4427 -11.4593 4.5206
H 3.3015 -10.1394 5.3391
H 1.0373 -9.9544 3.9265
H 2.0843 -9.6979 2.5445
H 3.2449 -7.8365 3.9459
H 1.7514 -7.9682 4.9802
H 0.3578 -7.3271 3.3966
H 1.5707 -7.2925 2.0345
H 1.1359 -4.8053 5.7178
H -0.4400 -5.1518 4.8130
H -0.7892 -3.0760 3.9985
H 0.8318 -2.5583 4.1931
H 0.5595 -2.9003 6.6714
H -1.2096 -2.9313 6.4586
H 0.6135 -0.6862 5.9290
H -0.7054 -0.6573 6.9594
H -0.9207 -0.7414 5.1203
H 2.0903 -4.5122 1.1352
H 1.6576 -3.2795 2.2461
H -0.7500 -3.8207 1.6421
H -0.3034 -5.3744 1.1152
H 0.9163 -4.4498 -0.9867
H 0.9774 -2.9898 -0.0411
H -1.6009 -4.0389 -1.3052
H -0.5462 -2.6834 -1.8714
H -1.4909 -2.5555 -0.4423
H 3.9052 -4.8764 2.9361
H 3.6649 -5.7784 4.4284
H 3.1445 -3.4656 5.6112
H 3.1511 -2.8031 4.0104
H 5.3081 -2.3532 5.3567
H 5.4827 -2.9714 3.7699
H 6.0443 -5.2518 4.6902
H 5.5364 -4.7557 6.2964
H 7.0721 -4.0876 5.5326
C -4.8393 -1.6637 -1.6848
C -5.5329 -2.1228 -3.0102
C -6.1663 -3.4899 -2.8159
C -7.0194 -3.8558 -4.0745
P -7.5793 -5.5814 -4.0379
C -8.8440 -5.6838 -2.7862
C -10.0945 -4.8790 -3.0826
C -10.8962 -4.8313 -1.7792
C -12.3799 -4.4901 -1.9992
C -6.1979 -6.7016 -3.6640
C -5.0229 -6.4820 -4.5676
C -3.7370 -7.1436 -4.0448
C -2.5565 -6.1553 -4.2956
C -8.1796 -5.8827 -5.6606
C -8.7715 -7.2273 -6.0019
C -8.9832 -7.3824 -7.5204
C -10.2480 -6.7332 -7.9070
H -5.5046 -1.0840 -1.0450
H -4.1198 -0.8982 -1.9752
H -4.2582 -2.4220 -1.1601
H -4.7784 -2.3012 -3.7764
H -6.1962 -1.3354 -3.3682
H -6.8804 -3.4441 -1.9937
H -5.3800 -4.2356 -2.6983
H -6.4678 -3.8788 -5.0144
H -7.9342 -3.2856 -4.2358
H -8.4271 -5.4698 -1.8021
H -9.2425 -6.6974 -2.8298
H -10.7282 -5.1575 -3.9246
H -9.8104 -3.8409 -3.2548
H -10.4334 -4.2631 -0.9723
H -10.9441 -5.8562 -1.4114
H -12.7903 -5.0950 -2.8077
H -12.4989 -3.4416 -2.2722
H -12.9013 -4.5502 -1.0439
H -6.5797 -7.7067 -3.8432
H -6.0590 -6.6379 -2.5848
H -4.8265 -5.4262 -4.7543
H -5.2636 -6.9112 -5.5403
H -3.7107 -7.9969 -4.7224
H -3.7755 -7.6227 -3.0665
H -2.6966 -5.1876 -3.8139
H -2.5241 -5.8107 -5.3292
H -1.5652 -6.5676 -4.1072
H -7.3375 -5.7187 -6.3329
H -8.9002 -5.1063 -5.9178
H -9.6301 -7.4480 -5.3676
H -8.0052 -7.9851 -5.8388
H -9.2312 -8.3588 -7.9367
H -8.1208 -7.0162 -8.0775
H -11.0848 -7.1179 -7.3239
H -10.4243 -6.8652 -8.9745
H -10.0794 -5.6887 -7.6448
C 7.5677 8.8572 10.0502
C 7.4015 9.3533 8.5478
C 6.1484 8.9085 7.7595
C 5.7321 7.3763 7.9844
P 4.3367 6.6494 7.0506
C 4.5280 6.9942 5.2274
C 3.4355 6.5872 4.2723
C 3.6424 7.2986 2.8820
C 2.3979 7.0135 1.9722
C 4.3517 4.8760 7.4186
C 3.2380 3.9623 6.8894
C 3.7472 2.5177 6.5546
C 2.7011 1.6481 5.8071
C 2.7481 7.3433 7.5514
C 2.6069 8.8532 7.4234
C 2.5735 9.4310 8.8610
C 1.2575 9.1135 9.6913
H 6.9546 9.3513 10.8040
H 8.5592 9.2281 10.3101
H 7.4487 7.7810 10.1752
H 8.2709 9.0904 7.9452
H 7.3060 10.4391 8.5415
H 6.3378 9.1511 6.7139
H 5.2977 9.4935 8.1091
H 5.3880 7.2958 9.0156
H 6.5819 6.6938 7.9706
H 5.5088 6.5592 5.0357
H 4.6518 8.0679 5.0856
H 2.4740 6.8021 4.7388
H 3.3610 5.5013 4.2153
H 4.5317 6.8379 2.4520
H 3.8371 8.3687 2.9533
H 2.3077 7.6746 1.1103
H 1.4328 7.1428 2.4620
H 2.3712 5.9885 1.6024
H 4.5991 4.8178 8.4785
H 5.2419 4.4887 6.9230
H 2.8004 4.5305 6.0685
H 2.3807 3.8454 7.5522
H 4.0603 1.9737 7.4457
H 4.6700 2.5191 5.9745
H 1.7272 1.6878 6.2950
H 3.0409 0.6128 5.7771
H 2.7269 2.1230 4.8263
H 2.5647 6.9784 8.5620
H 1.9168 6.8928 7.0092
H 1.6167 9.1405 7.0697
H 3.2917 9.3176 6.7138
H 2.7410 10.5035 8.7615
H 3.5109 9.1704 9.3523
H 1.4657 8.8418 10.7261
H 0.9069 8.1584 9.3003
H 0.3983 9.7617 9.5192
C 4.2739 -1.4488 -1.4684
C 3.6880 -2.1282 -2.7313
O 2.9983 -1.6099 -3.6185
N 3.9810 -3.6613 -2.8705
H 4.9553 -3.7743 -3.1118
H 3.9575 -4.0408 -1.9348
C 2.8818 -4.4086 -3.7872
H 3.6020 -1.7166 -0.6530
H 4.3059 -0.3619 -1.5443
H 5.3006 -1.7902 -1.3368
H 1.9147 -4.3117 -3.2937
H 3.1257 -5.4695 -3.7308
H 2.9325 -4.0676 -4.8212
C -2.4937 1.5395 2.3538
C -2.6163 2.9099 1.8050
O -3.6272 3.4182 1.5609
N -1.3356 3.6967 1.7021
H -1.0750 4.0733 2.6023
H -0.6660 3.0024 1.4026
C -1.4752 4.7884 0.6275
H -1.5175 1.0726 2.2231
H -3.2929 0.9660 1.8842
H -2.6122 1.5245 3.4372
H -0.5206 5.3145 0.6194
H -2.2628 5.4687 0.9516
H -1.6176 4.5042 -0.4151

Löwdin population analysis, charges in e, atoms 1 to 5: -0.610, 0.138, 0.125, 0.147, 0.701

***

Entry 2:
12 unconnected molecules or ions with the total composition C72H162N10 at a distorted geometry. Source: the OMol25 dataset; level of theory: the ωB97M-V functional and the def2-TZVPD basis.

Its HOMO energy is -7.892 eV. The largest force on an atom is 3.33 eV/A. The value obtained for the molar mass is 1168.158 g mol⁻¹. Its spin multiplicity is 1. Its net charge is 0. The SMILES is CCN(CC)CC.CCN(CC)CC.CCN(CC)CC.CCN(CC)CC.CCN(CC)CC.CCN(CC)CC.CCN(CC)CC.CCN(CC)CC.CCN(CC)CC.CCN(CC)CC.c1ccccc1.c1ccccc1.

Geometry (Å):
C -6.6583 3.3083 2.2267
C -7.2723 1.9171 2.4647
N -6.5582 0.8424 1.7599
C -5.3457 0.4989 2.4158
C -4.5520 -0.6555 1.8040
C -7.4126 -0.3095 1.5607
C -8.6472 -0.0882 0.6619
H -5.6516 3.4453 2.7344
H -7.3012 4.0424 2.6658
H -6.5858 3.6203 1.1754
H -7.3385 1.6382 3.5327
H -8.3017 1.9609 2.0483
H -4.8316 1.4523 2.5463
H -5.5466 0.1253 3.4070
H -4.5392 -0.5823 0.7354
H -3.4988 -0.5636 2.1111
H -4.9892 -1.6147 2.0737
H -7.7317 -0.7753 2.4611
H -6.8126 -1.0388 1.0002
H -9.0179 -1.1308 0.4517
H -8.3460 0.4088 -0.2434
H -9.4609 0.5490 1.0397
C -0.5348 0.2209 -5.2962
C -0.9129 1.1669 -6.4711
N -0.8016 2.5680 -6.2773
C 0.4911 2.9255 -5.7053
C 1.6693 2.4995 -6.6237
C -1.9322 3.1670 -5.5951
C -3.2422 3.1152 -6.3958
H -0.7207 -0.8106 -5.6635
H -1.2064 0.3497 -4.4323
H 0.5460 0.3957 -5.0313
H -0.2655 0.8357 -7.3026
H -1.9827 0.9959 -6.7169
H 0.4924 4.0311 -5.6108
H 0.5782 2.6147 -4.6422
H 1.8623 1.4456 -6.6081
H 1.4733 2.9929 -7.5847
H 2.5383 2.8955 -6.1538
H -1.7503 4.1888 -5.4380
H -2.0015 2.7314 -4.5876
H -3.0374 3.4928 -7.4394
H -4.0534 3.6323 -5.8660
H -3.6725 2.0831 -6.4867
C 7.0053 -4.1017 3.6786
C 5.5366 -4.3212 3.3381
N 4.6083 -3.7092 4.2737
C 4.6905 -4.3565 5.5436
C 3.8300 -3.8896 6.6923
C 3.2680 -3.6082 3.8573
C 3.1137 -2.7865 2.5368
H 7.3061 -4.7031 4.5664
H 7.1357 -3.0886 3.8751
H 7.5846 -4.4456 2.8253
H 5.3430 -3.9450 2.3401
H 5.4174 -5.3797 3.2527
H 4.5041 -5.4426 5.4348
H 5.7057 -4.3333 5.9398
H 4.0248 -4.5958 7.5567
H 4.1709 -2.9015 7.1208
H 2.7554 -3.9254 6.6245
H 2.7224 -3.1879 4.6593
H 2.7364 -4.5595 3.6909
H 3.7177 -3.2299 1.7506
H 3.3254 -1.7076 2.6910
H 2.0773 -2.8239 2.2268
C -4.5829 2.1082 -0.8360
C -4.8644 2.7033 -2.2381
N -5.5278 1.8614 -3.2443
C -4.6399 0.8533 -3.7526
C -5.1940 0.1481 -4.9930
C -6.7936 1.3261 -2.8644
C -7.6483 2.4723 -2.4268
H -5.3671 1.9389 -0.2037
H -3.8741 2.7991 -0.3611
H -4.1505 1.1018 -0.8952
H -5.5937 3.5611 -2.0984
H -3.9865 3.0699 -2.7238
H -3.7133 1.3236 -4.0514
H -4.3445 0.0549 -3.0421
H -5.8296 0.8032 -5.6170
H -4.2448 -0.0759 -5.5877
H -5.7656 -0.7141 -4.6962
H -6.6672 0.6152 -2.0362
H -7.1819 0.7832 -3.7252
H -8.7336 2.2281 -2.4229
H -7.4649 3.3482 -3.1046
H -7.4488 2.7799 -1.3973
C -2.5859 4.9947 1.5996
C -1.1368 4.5388 1.5953
N -0.3956 4.9659 0.3930
C -0.7827 4.1727 -0.7816
C -0.7847 5.1452 -2.0285
C 1.0750 4.9825 0.5454
C 1.7635 3.7115 0.9860
H -3.0930 4.5958 2.4889
H -3.0314 4.6380 0.6574
H -2.6757 6.0819 1.5362
H -0.5142 4.9235 2.4212
H -1.0987 3.4610 1.7494
H -0.1016 3.3765 -1.0198
H -1.7670 3.6831 -0.6028
H -0.9926 4.6074 -2.9191
H -1.5016 6.0336 -1.9549
H 0.1788 5.5845 -2.2728
H 1.2929 5.8980 1.1330
H 1.3950 5.2606 -0.4272
H 1.3480 3.3523 1.9034
H 2.8653 3.8283 1.1412
H 1.6742 2.9591 0.2385
C 4.2854 -3.4324 -1.2373
C 5.1428 -3.3698 -2.4597
N 6.1395 -2.2755 -2.6239
C 6.8514 -2.5528 -3.8907
C 7.5778 -1.3247 -4.3481
C 6.9636 -2.0048 -1.4892
C 7.7856 -3.1842 -0.9358
H 3.7103 -4.3359 -1.2434
H 3.5186 -2.6207 -1.2381
H 4.8762 -3.4094 -0.3015
H 5.6450 -4.3195 -2.5715
H 4.5285 -3.2666 -3.4158
H 7.4606 -3.4152 -3.7987
H 6.0597 -2.8857 -4.6003
H 8.3285 -0.9323 -3.6060
H 8.0750 -1.4652 -5.2716
H 6.7974 -0.5280 -4.4106
H 6.3127 -1.6618 -0.7154
H 7.6145 -1.1284 -1.7172
H 8.4962 -3.4670 -1.7151
H 7.1427 -4.0411 -0.8443
H 8.3909 -3.0529 -0.0234
C 5.4222 1.9895 -1.6363
C 5.0355 2.3782 -3.0716
N 3.6450 2.6285 -3.3318
C 3.1144 3.9310 -2.8485
C 3.4208 5.0588 -3.7682
C 2.7833 1.5240 -2.8977
C 3.1492 0.1922 -3.5923
H 6.5323 2.0503 -1.6260
H 5.1606 0.9400 -1.4973
H 5.0019 2.5146 -0.8307
H 5.6285 3.2494 -3.2534
H 5.3293 1.6160 -3.7181
H 2.0492 3.8235 -2.6619
H 3.4919 4.1359 -1.8407
H 4.5351 5.1290 -3.9578
H 2.9417 4.8373 -4.7272
H 3.1337 6.0378 -3.3847
H 1.6915 1.8582 -2.9441
H 2.9661 1.3509 -1.8399
H 3.2173 0.2873 -4.6950
H 2.4298 -0.5947 -3.4089
H 4.1722 -0.0717 -3.2531
C -2.5203 -2.4207 -2.2898
C -3.7617 -2.4469 -1.3067
N -4.6489 -3.5196 -1.3415
C -5.3354 -3.7019 -0.0583
C -6.1467 -4.9582 0.1988
C -5.3722 -3.6530 -2.5904
C -6.5707 -2.7694 -2.7077
H -2.0542 -3.3780 -2.2125
H -1.9189 -1.6087 -1.9592
H -2.8863 -2.2237 -3.2597
H -3.5130 -2.3362 -0.2264
H -4.3101 -1.5161 -1.5726
H -4.6223 -3.6222 0.7626
H -5.9861 -2.8476 0.1032
H -7.1161 -4.9138 -0.3855
H -5.5778 -5.8334 -0.1715
H -6.3267 -5.0568 1.2391
H -5.6788 -4.7082 -2.7519
H -4.5736 -3.4633 -3.3112
H -7.1661 -3.0196 -3.6541
H -6.3962 -1.6072 -2.6021
H -7.3054 -3.0678 -1.9548
C -0.7779 -1.6210 4.0790
C -1.2486 -2.4655 2.8422
N -0.7223 -3.8048 2.9975
C -0.3528 -4.4092 1.7000
C -1.5482 -4.8504 0.7784
C -1.3357 -4.7090 4.0016
C -0.5688 -6.0269 4.1247
H -1.3460 -0.7333 4.2259
H 0.3476 -1.4040 4.0507
H -0.9942 -2.2042 4.9646
H -2.3173 -2.2968 2.5989
H -0.7407 -2.0672 1.9961
H 0.1498 -3.6438 1.0776
H 0.4552 -5.1832 1.7812
H -2.3241 -4.0501 0.6660
H -1.2324 -5.1521 -0.2384
H -2.0702 -5.6715 1.1798
H -2.3670 -4.9870 3.7133
H -1.3803 -4.3063 4.9828
H 0.5099 -6.0159 4.3148
H -0.7850 -6.5872 3.2403
H -1.0618 -6.5325 4.9545
C 6.4293 3.0554 1.8514
C 5.1346 2.4490 2.3362
N 5.2916 1.5954 3.5417
C 6.2612 0.5072 3.4538
C 5.9605 -0.4375 2.2375
C 3.9205 1.1500 3.8959
C 3.8495 0.4079 5.2505
H 6.9450 3.6185 2.6212
H 6.1488 3.8111 1.1368
H 7.0967 2.3620 1.3369
H 4.3973 3.2142 2.6444
H 4.5831 1.8270 1.5917
H 7.2127 1.0388 3.3534
H 6.1530 -0.0514 4.3795
H 5.0751 -0.9832 2.3850
H 6.0086 0.1207 1.2986
H 6.7289 -1.1703 2.1981
H 3.4550 0.5377 3.1289
H 3.2740 2.0691 3.9021
H 4.1953 1.0788 6.0582
H 4.4324 -0.5197 5.1291
H 2.7961 0.1828 5.4587
C 1.2251 0.1802 1.0020
C 1.4110 -0.2049 -0.3148
C 0.4334 0.1305 -1.2151
C -0.7635 0.6604 -0.7439
C -1.0100 0.7933 0.6233
C -0.0105 0.5956 1.4968
H 2.0562 0.1116 1.6765
H 2.3728 -0.5836 -0.6198
H 0.6087 0.0278 -2.2821
H -1.5008 1.2001 -1.3816
H -1.9995 1.1275 0.9831
H -0.2232 0.8537 2.5425
C -0.5105 2.2022 4.8252
C -1.8301 2.2039 4.3702
C -2.8479 1.6438 5.1388
C -2.5313 1.1252 6.3896
C -1.2130 0.9581 6.8004
C -0.2036 1.5305 5.9985
H 0.3077 2.5993 4.2609
H -2.1052 2.5557 3.3459
H -3.8742 1.5730 4.7096
H -3.2835 0.7373 7.0878
H -0.9484 0.4621 7.7807
H 0.8046 1.4248 6.3560

Löwdin population analysis, charges in e, atoms 1 to 5: -0.078, -0.226, -0.202, -0.278, -0.074